1.
{
  "formula": "C9H9N5",
  "method": "ωB97M-V/def2-TZVPD",
  "species": ["C", "C", "C", "C", "C", "C", "C", "C", "C", "N", "N", "N", "N", "N", "H", "H", "H", "H", "H", "H", "H", "H", "H"],
  "positions_angstrom": [[-2.27684, -0.18815, 0.05121], [3.83306, 0.29189, -0.01539], [3.39914, -1.06164, -0.06649], [-1.20527, -1.05741, 0.02466], [-1.91328, 1.16334, 0.01272], [1.69629, 0.99302, 0.00710], [1.27999, -0.31494, -0.08068], [-1.09290, -2.55522, -0.08406], [-2.66567, 2.44310, 0.08267], [2.99436, 1.32844, -0.03341], [2.09390, -1.35965, -0.06314], [0.64689, 1.85467, -0.02959], [-0.05359, -0.25234, -0.00931], [-0.43480, 1.03103, -0.02323], [-3.25461, -0.58544, -0.14462], [4.87239, 0.50462, -0.03219], [4.03378, -1.93334, -0.12510], [-1.67316, -2.85291, 0.82655], [-1.54321, -3.02134, -1.01336], [0.05046, -2.60578, 0.05716], [-2.13524, 3.27422, -0.38589], [-3.73457, 2.20724, -0.21025], [-2.91711, 2.69659, 1.25464]],
  "e_homo_ev": [-7.0907, -7.0905],
  "charge": 0,
  "de_lowest_ev": 2.291,
  "max_force_ha_per_bohr": 0.0963,
  "orbital_gap_ev": [7.04, 7.04],
  "molar_mass_g_mol": 187.206
}

---

2.
{
  "formula": "C4H5NO",
  "method": "ωB97M-V/def2-TZVPD",
  "species": ["C", "C", "N", "O", "C", "C", "H", "H", "H", "H", "H"],
  "positions_angstrom": [[0.23019, 1.02597, 0.61016], [-0.11393, -0.33338, 0.08079], [0.46414, -0.83021, -0.96374], [1.37445, 0.07332, -1.47708], [-1.96658, -1.16330, -0.47454], [-1.26270, -1.11988, 0.62627], [-0.06289, 1.80360, -0.10598], [-0.25277, 1.22122, 1.56809], [1.31646, 1.08809, 0.71436], [1.74589, -0.38822, -2.24056], [-1.47227, -1.37722, 1.66221]],
  "e_homo_ev": -9.7688,
  "charge": 0,
  "de_lowest_ev": 5.480,
  "max_force_ha_per_bohr": 0.0118,
  "orbital_gap_ev": 9.86,
  "molar_mass_g_mol": 83.090
}

---

3.
{
  "formula": "C18H26BrCrNO7PS",
  "method": "ωB97M-V/def2-TZVPD",
  "species": ["Cr", "C", "C", "C", "C", "C", "H", "H", "H", "H", "H", "C", "C", "C", "C", "C", "C", "C", "S", "O", "O", "N", "C", "C", "C", "O", "O", "H", "H", "H", "H", "H", "H", "H", "H", "H", "H", "H", "H", "C", "O", "P", "O", "C", "O", "C", "H", "H", "H", "H", "H", "H", "H", "H", "H", "Br"],
  "positions_angstrom": [[-0.22293, -0.51124, 1.36244], [1.12968, -2.40997, 1.73055], [-0.08485, -2.90414, 1.20665], [-1.10993, -2.56795, 2.11940], [-0.51633, -1.94224, 3.24746], [0.86516, -1.83705, 3.00579], [2.09676, -2.48130, 1.25489], [-0.20903, -3.39980, 0.25549], [-2.16289, -2.76557, 1.99102], [-1.03666, -1.57027, 4.11661], [1.59277, -1.38786, 3.66503], [-3.56836, -0.92338, -4.58849], [-2.12036, -1.11157, -4.22647], [-1.13442, -1.16928, -5.20444], [0.20276, -1.32755, -4.86492], [0.55169, -1.44393, -3.53132], [-0.41977, -1.38892, -2.53777], [-1.74595, -1.21859, -2.88704], [2.25049, -1.65255, -3.06655], [2.38738, -2.92170, -2.40949], [3.03600, -1.34314, -4.23018], [2.53805, -0.51888, -1.93967], [2.26512, 0.88093, -2.28230], [2.55569, 1.78464, -1.09074], [1.61463, 1.59924, 0.10259], [1.37496, 2.54924, 0.83568], [1.17896, 0.39389, 0.25068], [-3.69411, -0.77995, -5.66163], [-3.98494, -0.05659, -4.07325], [-4.15976, -1.79100, -4.29019], [-1.41297, -1.07589, -6.24806], [0.97714, -1.34927, -5.61967], [-0.14620, -1.45255, -1.49094], [-2.48803, -1.14018, -2.10139], [2.10320, -0.74958, -1.04611], [1.21867, 1.00594, -2.58574], [2.89692, 1.15209, -3.12764], [2.50607, 2.82925, -1.39536], [3.57327, 1.59852, -0.73391], [-1.08797, 3.67326, 2.15964], [-0.68189, 3.09931, 3.40721], [-0.22614, 1.54502, 3.49252], [1.12867, 1.62419, 4.37988], [2.37108, 1.70448, 3.68211], [-1.13718, 1.07480, 4.76493], [-2.52518, 0.93834, 4.46886], [-1.97810, 4.27093, 2.35825], [-1.32007, 2.90344, 1.42486], [-0.28729, 4.30151, 1.77460], [3.15311, 1.53354, 4.41995], [2.49899, 2.68195, 3.21884], [2.43307, 0.94358, 2.89961], [-2.96101, 0.30851, 5.24294], [-2.68608, 0.47493, 3.48999], [-3.01364, 1.91514, 4.47929], [-2.37827, 0.40519, 0.42549]],
  "e_homo_ev": [-3.9811, -5.7787],
  "charge": -1,
  "de_lowest_ev": 0.000,
  "max_force_ha_per_bohr": 0.0025,
  "spin_multiplicity": 5,
  "orbital_gap_ev": [6.70, 8.50],
  "molar_mass_g_mol": 563.347
}

---

4.
{
  "formula": "C25H57N4O5",
  "method": "ωB97M-V/def2-TZVPD",
  "species": ["C", "C", "C", "N", "C", "C", "C", "C", "C", "C", "H", "H", "H", "H", "H", "H", "H", "H", "H", "H", "H", "H", "H", "H", "H", "H", "H", "H", "H", "H", "C", "C", "C", "N", "C", "C", "C", "C", "C", "C", "H", "H", "H", "H", "H", "H", "H", "H", "H", "H", "H", "H", "H", "H", "H", "H", "H", "H", "H", "H", "C", "C", "O", "N", "H", "H", "C", "H", "H", "H", "H", "H", "H", "C", "C", "O", "N", "H", "H", "C", "H", "H", "H", "H", "H", "H", "O", "C", "O", "O", "H"],
  "positions_angstrom": [[0.45953, -2.25200, -4.15930], [0.76529, -2.67540, -2.68229], [2.00054, -2.13891, -2.10613], [2.45260, -2.61618, -0.68284], [3.83459, -2.07665, -0.13983], [3.77715, -0.55620, 0.23600], [2.76610, -0.33996, 1.32340], [1.40082, -0.93103, 0.89075], [1.41926, -2.44570, 0.43733], [2.78307, -4.11964, -0.85129], [-0.51103, -2.55344, -4.55331], [1.24890, -2.67213, -4.78259], [0.32364, -1.17692, -4.27693], [0.99075, -3.74096, -2.63936], [-0.03152, -2.44725, -1.97437], [1.92631, -1.05150, -2.11759], [2.85589, -2.33805, -2.75175], [4.54013, -2.16265, -0.96622], [4.09124, -2.59555, 0.78373], [3.46876, 0.00768, -0.64436], [4.72902, -0.16202, 0.59190], [2.71857, 0.73102, 1.52052], [3.15177, -0.70040, 2.27705], [0.97560, -0.37833, 0.05302], [0.61548, -0.77608, 1.63058], [0.44912, -2.85306, 0.15275], [1.84247, -3.07448, 1.22067], [3.25256, -4.56963, 0.02345], [3.41014, -4.26836, -1.73037], [1.76929, -4.46278, -1.05770], [0.51093, 3.55973, 2.67254], [0.51358, 4.00065, 1.10895], [0.97619, 2.84269, 0.22146], [1.14549, 3.23329, -1.29846], [1.67502, 2.00029, -1.97509], [1.57822, 1.99892, -3.49741], [0.14159, 2.34521, -4.07578], [-0.24090, 3.67290, -3.41319], [-0.27401, 3.57324, -1.87445], [2.10327, 4.43145, -1.62155], [-0.07964, 2.65346, 2.80672], [0.08015, 4.34737, 3.29072], [1.49700, 3.24430, 3.01353], [1.18453, 4.85959, 1.09750], [-0.50426, 4.38073, 1.02158], [0.23039, 2.04974, 0.27720], [1.97063, 2.52951, 0.53946], [1.05372, 1.17709, -1.62234], [2.63683, 1.75737, -1.52342], [1.81477, 1.00844, -3.88611], [2.27845, 2.66896, -3.99622], [-0.51940, 1.53564, -3.76627], [0.21832, 2.32335, -5.16286], [-1.27281, 3.89700, -3.68344], [0.42292, 4.46370, -3.76258], [-0.83697, 2.67483, -1.62140], [-0.73052, 4.42452, -1.36947], [2.33236, 4.51976, -2.68353], [2.96012, 4.12091, -1.02365], [1.64775, 5.38032, -1.33828], [-3.24362, 2.78075, 2.19582], [-2.82043, 2.05086, 3.49157], [-2.41736, 2.66447, 4.48976], [-2.64700, 0.51060, 3.52180], [-2.39895, 0.23434, 2.58252], [-1.76217, 0.40106, 3.99633], [-3.77301, -0.24353, 4.30869], [-4.11355, 2.24155, 1.82087], [-2.43614, 2.75321, 1.46416], [-3.62491, 3.80093, 2.24006], [-4.27670, -0.90991, 3.60845], [-4.36546, 0.44843, 4.90726], [-3.18584, -0.83842, 5.00829], [-1.34828, -3.23111, 2.68265], [-2.33937, -4.27229, 2.16394], [-2.41925, -5.36819, 2.61175], [-3.22662, -3.86754, 0.95210], [-2.91284, -3.05081, 0.44752], [-3.19225, -4.56336, 0.22083], [-4.72818, -3.63235, 1.43614], [-1.67679, -2.20290, 2.53110], [-0.55454, -3.31293, 1.94010], [-0.91686, -3.40439, 3.66853], [-5.15337, -4.62857, 1.55803], [-5.05683, -2.99600, 0.61447], [-4.73956, -3.12794, 2.40233], [-1.12319, -0.12156, -1.35292], [-1.76845, -0.40974, -0.18723], [-2.39261, -1.44993, -0.19716], [-1.83172, 0.33178, 0.78518], [-1.54381, -0.86467, -1.79164]],
  "e_homo_ev": -17.2240,
  "charge": 3,
  "max_force_ha_per_bohr": 0.1027,
  "orbital_gap_ev": 10.00,
  "molar_mass_g_mol": 493.754
}

---

5.
{
  "formula": "C33H33CuN2P2",
  "method": "ωB97M-V/def2-TZVPD",
  "species": ["Cu", "C", "N", "C", "C", "C", "C", "C", "C", "C", "C", "H", "H", "H", "H", "H", "H", "H", "H", "H", "H", "H", "H", "N", "P", "C", "C", "C", "C", "C", "C", "C", "C", "C", "C", "C", "C", "P", "C", "C", "C", "C", "C", "C", "C", "C", "C", "C", "C", "C", "H", "H", "H", "H", "H", "H", "H", "H", "H", "H", "H", "H", "H", "H", "H", "H", "H", "H", "H", "H", "H"],
  "positions_angstrom": [[0.97894, 0.81202, 0.61661], [3.53327, -0.19695, 1.87520], [3.07152, 0.84467, 0.94687], [3.70784, 0.65556, -0.36449], [3.40551, 2.19272, 1.47388], [2.38412, 3.19942, 1.03531], [2.68734, 4.55168, 0.94393], [1.67630, 5.46993, 0.69937], [0.36507, 5.03496, 0.56999], [0.07194, 3.67779, 0.63963], [1.07957, 2.74399, 0.84137], [4.61675, -0.13140, 2.02194], [3.29246, -1.18083, 1.47702], [3.03595, -0.07661, 2.83638], [4.79800, 0.69761, -0.26884], [3.38136, 1.44013, -1.04718], [3.43183, -0.31760, -0.76666], [4.42572, 2.46568, 1.18446], [3.39015, 2.12304, 2.56343], [3.70750, 4.89379, 1.07673], [1.90831, 6.52387, 0.62395], [-0.42968, 5.75268, 0.41094], [-0.95922, 3.36373, 0.54358], [-1.21280, -1.09661, 0.03845], [-1.56032, 0.54489, 0.32994], [-3.15556, 0.41347, 1.16536], [-4.36449, 0.39924, 0.47484], [-5.55131, 0.21354, 1.16941], [-5.53458, 0.05022, 2.54699], [-4.33154, 0.07169, 3.24115], [-3.14458, 0.25949, 2.55221], [-1.93885, 1.25155, -1.29553], [-2.56929, 2.49564, -1.36253], [-2.78470, 3.10837, -2.58456], [-2.36781, 2.48697, -3.75616], [-1.75041, 1.24820, -3.69822], [-1.53705, 0.62923, -2.47268], [0.43825, -1.41182, -0.07043], [0.70740, -2.15079, -1.69224], [1.48189, -1.50526, -2.65061], [1.64603, -2.06577, -3.91079], [1.02809, -3.26806, -4.21650], [0.24744, -3.91635, -3.26515], [0.09358, -3.36573, -2.00512], [0.73025, -2.77567, 1.08488], [-0.23373, -3.12004, 2.02725], [-0.00083, -4.16852, 2.90930], [1.19352, -4.86849, 2.85680], [2.16104, -4.52535, 1.91922], [1.93002, -3.48643, 1.03468], [-1.91592, -1.72009, -0.34286], [-4.38342, 0.52811, -0.60021], [-6.49124, 0.20006, 0.63410], [-6.46340, -0.08747, 3.08445], [-4.32061, -0.04654, 4.31620], [-2.20538, 0.29099, 3.09334], [-2.91399, 2.98475, -0.45847], [-3.27923, 4.06953, -2.62442], [-2.53391, 2.96796, -4.71067], [-1.43813, 0.75380, -4.60877], [-1.07138, -0.34740, -2.45309], [1.93459, -0.54741, -2.42941], [2.25070, -1.56066, -4.65195], [1.15365, -3.70538, -5.19794], [-0.23176, -4.85561, -3.50661], [-0.49039, -3.89418, -1.25928], [-1.16419, -2.56905, 2.07654], [-0.75710, -4.43602, 3.63507], [1.37118, -5.68668, 3.54176], [3.09126, -5.07572, 1.87367], [2.67848, -3.25043, 0.28513]],
  "e_homo_ev": [-10.4942, -11.2219],
  "charge": 1,
  "max_force_ha_per_bohr": 0.0091,
  "spin_multiplicity": 2,
  "orbital_gap_ev": [8.26, 7.59],
  "molar_mass_g_mol": 583.135
}

---

6.
{
  "formula": "C20H26N4O2S",
  "method": "ωB97M-V/def2-TZVPD",
  "species": ["C", "C", "C", "N", "C", "N", "N", "C", "C", "C", "C", "C", "C", "C", "H", "H", "O", "C", "H", "H", "H", "H", "H", "S", "C", "H", "H", "C", "O", "N", "H", "C", "C", "C", "C", "C", "C", "H", "H", "H", "H", "H", "H", "H", "H", "H", "H", "H", "H", "H", "H", "H", "H"],
  "positions_angstrom": [[-1.50003, -0.01522, 4.10959], [-1.34555, -1.34996, 3.70281], [-0.76122, -1.80595, 2.47778], [-0.21810, -0.66001, 1.56906], [1.00657, -0.07701, 1.56453], [1.06800, 1.19107, 0.94372], [-0.08329, 1.36733, 0.27459], [-0.83878, 0.01578, 0.71497], [-2.13935, -0.25676, 0.21809], [-2.55699, -1.43074, -0.34702], [-3.73834, -1.68957, -0.57799], [-4.65212, -0.78776, -0.69397], [-4.43790, 0.50154, -0.49935], [-3.19580, 0.85420, 0.27209], [-2.88624, 1.69610, 0.50951], [-5.10589, 1.51701, -0.30618], [-6.00960, -0.96944, -1.42112], [-6.97089, 0.01194, -1.35402], [-6.82947, 0.67225, -1.86923], [-7.84986, -0.48024, -1.67520], [-7.19901, 0.20350, -0.33359], [-3.94875, -2.50041, -1.05094], [-1.77525, -2.16302, -0.22529], [2.32078, -0.34527, 2.88288], [3.56864, 0.48808, 2.59971], [2.96184, 1.69677, 2.47037], [4.23816, 0.71124, 3.12619], [4.25527, 0.40456, 1.31876], [5.44574, 0.03855, 1.15006], [3.60728, 0.97216, 0.04994], [2.69369, 1.19762, 0.28782], [4.16780, 0.51754, -1.30801], [3.56483, 1.71509, -2.18169], [2.12280, 1.59437, -2.57331], [1.75436, 0.21330, -2.99334], [2.13335, -0.85786, -1.72801], [3.69075, -0.93782, -1.75583], [4.00323, -1.24007, -0.93247], [4.21641, -0.97248, -2.62890], [1.77907, -0.61467, -0.82804], [1.83108, -1.69382, -2.33973], [0.74376, 0.36460, -2.93911], [2.28281, 0.05109, -3.93060], [1.60202, 1.86164, -1.65512], [1.89247, 2.26438, -3.12884], [3.69535, 2.67567, -1.90441], [4.03286, 1.63780, -3.28433], [5.08832, 0.71740, -1.36474], [-1.37028, -2.43522, 1.91459], [0.38514, -2.34440, 2.66538], [-1.44711, -2.22389, 4.40958], [-1.89090, 0.06773, 5.09219], [-1.40167, 0.63122, 3.50617]],
  "e_homo_ev": -7.8258,
  "charge": 0,
  "de_lowest_ev": 22.888,
  "max_force_ha_per_bohr": 0.3295,
  "orbital_gap_ev": 7.87,
  "molar_mass_g_mol": 386.521
}